[1]
DFT (wB97M-V/def2-TZVPD) results for a structure of composition C31H43MnNO2Se2Te in a non-equilibrium geometry.

Calculated values
- Spin multiplicity: 5
- Expectation value of S²: 6.293
- Highest occupied orbital energy (alpha / beta): -10.04 / -9.64 eV
- Charge: +1
- Lowest unoccupied orbital energy (alpha / beta): -2.9117 / -3.9754 eV
- M: 802.15 Da
- Orbital gap (alpha / beta): 7.1 / 5.7 eV

Each line ends with the Mulliken charge.
Cartesian coordinates (Å):
Mn 2.081 1.094 -0.857  0.090
C 5.912 0.994 -2.086  -1.139
Se 4.321 0.455 -1.106  0.307
C 5.060 0.580 0.722  -0.732
C 4.264 -0.269 1.683  -0.956
Se 2.318 0.084 1.615  0.235
C 2.214 1.364 3.096  -1.156
H 6.690 0.266 -1.874  0.383
H 6.238 1.989 -1.792  0.347
H 5.678 0.975 -3.147  0.377
H 5.045 1.632 1.014  0.336
H 6.096 0.242 0.666  0.487
H 4.587 -0.099 2.709  0.507
H 4.373 -1.328 1.446  0.388
H 2.453 0.851 4.025  0.458
H 1.187 1.720 3.129  0.298
H 2.895 2.195 2.937  0.373
C -5.293 -4.530 4.617  -1.536
C -4.455 -3.685 3.702  0.738
C -3.173 -3.291 4.062  -1.075
C -2.394 -2.492 3.236  0.661
C -1.032 -2.056 3.702  -1.443
C -2.897 -2.116 1.982  0.199
Te -1.651 -0.887 0.676  0.641
N 0.389 0.549 -0.899  -0.611
C -0.670 1.008 -1.520  0.768
O -1.880 0.683 -1.272  -0.947
C -0.446 2.022 -2.597  0.504
C 0.785 2.109 -3.243  -0.416
C 0.969 3.022 -4.269  -0.810
C -0.078 3.844 -4.663  -0.354
C -1.303 3.767 -4.015  -0.736
C -1.486 2.861 -2.984  -0.356
C -1.648 -2.294 -0.919  0.855
C -2.465 -2.101 -2.024  -0.558
C -2.435 -3.004 -3.075  -0.920
C -1.582 -4.094 -3.023  -0.627
C -0.757 -4.275 -1.924  -0.735
C -0.773 -3.381 -0.860  0.518
C 0.126 -3.582 0.327  -1.136
C -4.205 -2.462 1.623  1.119
C -4.824 -1.976 0.342  -1.727
C -4.956 -3.256 2.481  -0.700
H -4.756 -4.773 5.532  0.352
H -5.578 -5.461 4.125  0.346
H -6.213 -4.011 4.888  0.351
H -2.772 -3.595 5.022  0.316
H -0.899 -2.265 4.762  0.443
H -0.904 -0.984 3.539  0.205
H -0.239 -2.569 3.155  0.267
H 1.584 1.400 -2.993  0.616
H 1.920 3.083 -4.783  0.438
H 0.059 4.536 -5.482  0.420
H -2.122 4.403 -4.322  0.438
H -2.432 2.775 -2.466  0.470
H -3.113 -1.239 -2.074  0.604
H -3.078 -2.854 -3.932  0.426
H -1.551 -4.800 -3.842  0.415
H -0.089 -5.126 -1.892  0.424
H 0.830 -4.394 0.159  0.502
H -0.473 -3.825 1.208  0.210
H 0.687 -2.665 0.530  0.086
H -4.253 -1.135 -0.054  0.064
H -5.850 -1.648 0.504  0.550
H -4.839 -2.773 -0.403  0.369
H -5.964 -3.529 2.193  0.468
C 3.767 4.086 -1.714  -1.043
C 2.317 4.377 -1.377  -0.374
O 1.764 3.372 -0.510  0.185
C 1.174 3.873 0.701  -0.238
C -0.125 3.160 1.030  -0.946
H 4.161 4.872 -2.356  0.510
H 3.842 3.139 -2.249  0.034
H 4.369 4.046 -0.805  0.284
H 1.718 4.400 -2.290  0.130
H 2.250 5.351 -0.892  0.496
H 0.970 4.938 0.585  0.453
H 1.895 3.741 1.515  0.138
H -0.898 3.427 0.311  0.338
H -0.453 3.460 2.026  0.500
H 0.018 2.079 1.007  -0.167

[2]
DFT (wB97M-V/def2-TZVPD) results for a structure of composition C31H43N4O3S5SeTl in a non-equilibrium geometry.

Calculated values
- Highest occupied orbital energy: -6.85 eV
- Charge: 0
- Lowest unoccupied orbital energy: 0.0951 eV
- M: 963.39 Da
- ΔE to the lowest compared entry with this formula, charge and spin: 2.192 eV
- Orbital gap: 6.9 eV

Each line ends with the Mulliken charge.
Cartesian coordinates (Å):
Tl -0.036 0.664 0.406  0.719
C -1.389 -5.179 -0.659  -0.704
C -0.036 -4.482 -0.479  -1.025
S -0.045 -2.822 0.208  0.352
C -0.631 -3.080 1.891  -0.200
C -2.143 -3.213 2.097  -1.013
S -3.105 -1.971 1.186  0.165
C -4.417 -2.946 0.414  -0.846
C -4.048 -4.253 -0.287  -0.946
S -2.686 -4.199 -1.479  -0.018
H -1.776 -5.508 0.304  0.285
H -1.239 -6.076 -1.262  0.534
H 0.465 -4.378 -1.443  0.308
H 0.603 -5.110 0.147  0.454
H -0.252 -2.223 2.450  -0.541
H -0.126 -3.955 2.306  0.655
H -2.354 -3.101 3.161  0.560
H -2.492 -4.197 1.796  0.363
H -4.864 -2.253 -0.300  0.317
H -5.184 -3.170 1.159  0.495
H -4.930 -4.593 -0.833  0.457
H -3.826 -5.038 0.434  0.465
O 1.382 0.418 -0.895  0.078
S 1.767 -0.302 -2.150  0.320
C 1.358 0.768 -3.537  -0.546
C 1.902 2.189 -3.509  -0.951
C 1.153 3.094 -2.537  -0.396
C 1.919 3.283 -1.236  0.385
S 0.916 4.274 -0.130  -0.047
O -0.301 3.412 0.011  -0.410
C 1.884 4.006 1.342  0.429
C 1.298 3.305 2.381  -0.386
C 2.040 3.057 3.531  -0.541
C 3.336 3.535 3.638  -0.596
C 3.902 4.269 2.598  -0.588
C 3.178 4.509 1.443  -0.503
C 3.545 -0.215 -2.276  0.557
C 4.206 -0.840 -3.327  -0.464
C 5.588 -0.757 -3.399  -0.740
C 6.295 -0.069 -2.419  -0.434
C 5.622 0.528 -1.362  -0.857
C 4.236 0.457 -1.284  -0.486
H 0.261 0.760 -3.543  0.216
H 1.705 0.224 -4.419  0.701
H 1.799 2.574 -4.525  0.461
H 2.975 2.198 -3.298  0.373
H 0.166 2.667 -2.329  -0.152
H 0.980 4.072 -2.993  0.566
H 2.858 3.822 -1.387  0.737
H 2.113 2.333 -0.729  -1.018
H 0.283 2.938 2.288  0.848
H 1.605 2.470 4.330  0.420
H 3.912 3.335 4.533  0.405
H 4.913 4.646 2.687  0.403
H 3.619 5.081 0.634  0.411
H 3.650 -1.395 -4.076  0.416
H 6.115 -1.239 -4.212  0.403
H 7.375 -0.011 -2.475  0.392
H 6.177 1.046 -0.590  0.458
H 3.687 0.895 -0.460  0.455
Se 1.682 -1.325 5.066  -0.326
C 1.674 -0.497 3.462  -0.084
N 1.610 0.033 2.425  -0.554
C -3.871 0.322 -3.019  -0.779
C -3.032 -0.913 -3.378  -0.457
C -1.921 -0.832 -2.352  0.514
O -1.613 0.563 -2.295  -0.235
C -2.853 1.271 -2.352  -0.171
H -4.660 0.055 -2.315  0.292
H -4.343 0.774 -3.889  0.312
H -2.613 -0.815 -4.381  0.366
H -3.589 -1.848 -3.326  0.263
H -1.010 -1.369 -2.613  0.280
H -2.255 -1.197 -1.370  -0.690
H -2.683 2.189 -2.911  0.327
H -3.169 1.541 -1.338  -0.029
N -2.409 -0.752 5.521  -0.369
C -2.620 0.147 4.515  0.384
C -1.534 0.562 3.722  0.265
N -1.699 1.371 2.698  0.013
C -2.947 1.791 2.434  -0.406
C -3.994 1.413 3.249  -0.552
N -3.844 0.605 4.301  -0.681
H -1.457 -0.949 5.798  0.182
H -3.143 -0.869 6.196  0.258
H -0.532 0.237 3.963  -0.149
H -3.085 2.452 1.586  0.496
H -4.996 1.787 3.066  0.376

[3]
DFT (wB97M-V/def2-TZVPD) results for a structure of composition C31H44BrCeN3OP2 in a non-equilibrium geometry.

Calculated values
- Highest occupied orbital energy: -18.63 eV
- Charge: +4
- Lowest unoccupied orbital energy: -14.9900 eV
- M: 756.68 Da
- ΔE to the lowest compared entry with this formula, charge and spin: 1.270 eV
- Orbital gap: 3.6 eV

Each line ends with the Mulliken charge.
Cartesian coordinates (Å):
C 1.864 3.833 -0.424  -0.330
C 0.881 3.075 -1.118  0.487
C 0.972 3.082 -2.537  -0.139
C 2.007 3.789 -3.153  -0.562
N 2.952 4.487 -2.495  -0.388
C 2.850 4.503 -1.152  -0.400
C -0.102 2.308 -0.436  -0.106
C -1.187 1.906 0.113  0.573
C -2.539 2.195 0.515  0.553
C -3.340 1.194 1.113  0.356
C -4.656 1.450 1.510  -1.015
C -5.188 2.732 1.309  -0.132
C -4.421 3.750 0.717  -0.696
C -3.108 3.480 0.325  -0.700
Ce 0.091 0.191 0.238  -1.595
P 2.296 -0.349 -0.357  1.453
H 0.239 2.530 -3.133  0.624
H 1.850 3.874 0.669  0.597
H 2.084 3.788 -4.250  0.439
H 3.614 5.086 -0.618  0.448
H -2.503 4.267 -0.136  0.526
H -2.894 0.205 1.256  0.370
H -4.852 4.744 0.568  0.486
H -5.264 0.667 1.971  0.516
C 2.884 -2.094 0.004  -0.357
C 4.034 -2.694 -0.815  -1.358
H 1.979 -2.719 -0.104  0.404
H 3.121 -2.107 1.084  0.627
H 4.224 -3.737 -0.503  0.428
H 3.792 -2.712 -1.892  0.321
H 4.973 -2.131 -0.690  0.319
C 2.610 -0.102 -2.188  -0.151
C 3.999 0.315 -2.687  -1.532
H 1.876 0.670 -2.476  0.283
H 2.279 -1.037 -2.675  0.458
H 3.971 0.465 -3.782  0.415
H 4.313 1.273 -2.240  0.335
H 4.771 -0.441 -2.472  0.328
C 3.536 0.768 0.490  -0.405
C 5.005 0.348 0.619  -1.353
H 3.107 0.938 1.492  0.614
H 3.441 1.736 -0.036  0.068
H 5.571 1.122 1.168  0.420
H 5.107 -0.595 1.185  0.363
H 5.492 0.212 -0.359  0.300
Br -6.982 3.101 1.846  -0.006
P -1.288 -1.207 -1.138  1.480
C -0.372 -2.288 -2.373  -0.560
C -1.047 -3.512 -3.005  -1.481
H 0.533 -2.612 -1.829  0.366
H -0.016 -1.588 -3.152  0.516
H -0.337 -4.035 -3.672  0.419
H -1.367 -4.236 -2.236  0.365
H -1.930 -3.241 -3.606  0.303
C -2.441 -2.413 -0.269  -0.730
C -3.752 -2.855 -0.933  -1.386
H -2.670 -1.928 0.696  0.443
H -1.808 -3.284 -0.011  0.615
H -4.317 -3.522 -0.256  0.435
H -4.398 -1.987 -1.151  0.337
H -3.585 -3.399 -1.876  0.288
C -2.426 -0.151 -2.191  -0.394
C -2.947 -0.663 -3.539  -1.409
H -1.855 0.784 -2.341  0.361
H -3.262 0.131 -1.525  0.347
H -3.555 0.119 -4.030  0.428
H -2.118 -0.911 -4.225  0.341
H -3.580 -1.558 -3.433  0.319
N -0.905 0.231 7.092  -0.361
C -1.037 0.500 5.769  0.428
O -1.457 1.600 5.438  -0.591
C -0.639 -0.478 4.703  0.044
C -0.223 -1.795 4.982  -0.410
C 0.209 -2.631 3.948  -1.218
C 0.250 -2.145 2.640  -0.149
N -0.165 -0.881 2.381  0.286
C -0.623 -0.061 3.361  0.137
H -1.161 0.946 7.790  0.280
H -0.525 -0.656 7.442  0.148
H -0.208 -2.191 5.986  0.408
H 0.543 -3.638 4.165  0.503
H 0.628 -2.766 1.842  0.500
H -0.899 0.952 3.096  0.701

[4]
DFT (wB97M-V/def2-TZVPD) results for a structure of composition C31H44BrMgN3OP2 in a non-equilibrium geometry.

Calculated values
- Highest occupied orbital energy: -13.87 eV
- Charge: +2
- Lowest unoccupied orbital energy: -6.2451 eV
- M: 640.87 Da
- ΔE to the lowest compared entry with this formula, charge and spin: 0.000 eV
- Orbital gap: 7.6 eV

Each line ends with the Mulliken charge.
Cartesian coordinates (Å):
C 0.613 -0.895 -4.095  -0.363
C 1.141 0.128 -3.287  0.766
C 1.202 1.447 -3.779  -0.187
C 0.738 1.673 -5.079  -0.568
N 0.232 0.699 -5.832  -0.520
C 0.193 -0.553 -5.384  -0.395
C 1.549 -0.166 -1.956  0.069
C 2.186 -0.501 -0.929  -1.299
C 3.311 -0.837 -0.101  1.244
C 3.189 -0.943 1.298  0.052
C 4.329 -1.147 2.072  -0.973
C 5.561 -1.330 1.437  -0.046
C 5.694 -1.263 0.043  -0.636
C 4.561 -1.001 -0.719  -0.650
Mg 0.309 -0.112 0.222  1.277
P -2.033 0.518 -1.018  0.716
H 1.587 2.263 -3.171  0.537
H 0.521 -1.914 -3.724  0.529
H 0.782 2.678 -5.497  0.407
H -0.189 -1.328 -6.047  0.420
H 4.597 -0.905 -1.804  0.493
H 2.208 -0.871 1.788  0.480
H 6.648 -1.404 -0.443  0.470
H 4.252 -1.168 3.146  0.512
C -3.532 0.738 0.048  -0.805
C -4.707 1.583 -0.438  -1.418
H -3.150 1.155 0.993  0.490
H -3.878 -0.284 0.264  0.636
H -5.446 1.623 0.371  0.441
H -4.430 2.619 -0.667  0.269
H -5.220 1.154 -1.308  0.263
C -1.962 2.066 -2.036  -0.119
C -2.819 2.187 -3.291  -1.643
H -0.902 2.174 -2.321  0.071
H -2.189 2.891 -1.344  0.508
H -2.615 3.166 -3.746  0.456
H -2.573 1.434 -4.051  0.282
H -3.898 2.154 -3.086  0.290
C -2.535 -0.805 -2.202  -0.172
C -3.997 -0.894 -2.630  -1.458
H -2.241 -1.753 -1.720  0.500
H -1.886 -0.687 -3.082  -0.014
H -4.096 -1.738 -3.323  0.459
H -4.674 -1.088 -1.790  0.312
H -4.345 -0.004 -3.169  0.235
Br 7.081 -1.697 2.503  -0.111
P 0.557 2.145 1.456  0.733
C -0.680 3.474 1.214  -0.307
C -0.728 4.533 2.309  -1.439
H -1.660 2.970 1.126  0.194
H -0.475 3.935 0.234  0.522
H -1.530 5.242 2.072  0.437
H -0.956 4.099 3.290  0.330
H 0.202 5.112 2.376  0.273
C 0.729 1.804 3.251  -0.607
C 1.677 2.699 4.041  -1.431
H 1.069 0.755 3.327  0.328
H -0.284 1.834 3.682  0.543
H 1.689 2.350 5.081  0.456
H 2.708 2.640 3.670  0.315
H 1.355 3.749 4.058  0.265
C 2.183 2.751 0.852  -0.324
C 2.470 4.239 1.020  -1.442
H 2.228 2.480 -0.216  0.197
H 2.960 2.153 1.353  0.405
H 3.453 4.451 0.581  0.442
H 1.739 4.864 0.494  0.335
H 2.520 4.544 2.073  0.278
N -1.220 -6.404 1.310  -0.283
C -0.881 -5.270 0.638  0.318
O -0.559 -5.285 -0.550  -0.602
C -0.933 -4.007 1.446  0.389
C -1.366 -3.930 2.781  -0.349
C -1.423 -2.679 3.395  -1.168
C -1.043 -1.532 2.679  -0.414
N -0.535 -1.615 1.430  -0.146
C -0.517 -2.827 0.804  -0.233
H -1.182 -7.278 0.821  0.255
H -1.485 -6.418 2.283  0.115
H -1.655 -4.823 3.332  0.322
H -1.747 -2.563 4.423  0.457
H -1.138 -0.529 3.101  0.403
H -0.159 -2.824 -0.235  0.629

[5]
DFT (wB97M-V/def2-TZVPD) results for a structure of composition C31H44BrN8O3P3V in a non-equilibrium geometry.

Calculated values
- Spin multiplicity: 2
- Expectation value of S²: 0.779
- Highest occupied orbital energy (alpha / beta): -19.18 / -19.20 eV
- Charge: +4
- Lowest unoccupied orbital energy (alpha / beta): -13.2975 / -12.7256 eV
- M: 800.52 Da
- ΔE to the lowest compared entry with this formula, charge and spin: 0.211 eV
- Orbital gap (alpha / beta): 5.9 / 6.5 eV

Each line ends with the Mulliken charge.
Cartesian coordinates (Å):
V -0.655 -0.413 -0.422  1.973
C 2.378 -3.743 -0.017  -0.932
N 1.789 -2.861 1.017  0.897
C 1.518 -3.562 2.296  -1.133
P 1.992 -1.269 1.092  -1.185
O 0.629 -0.486 0.857  0.023
O 2.877 -0.921 -0.172  -0.702
P 2.490 0.156 -1.362  -0.496
O 1.015 -0.162 -1.690  -0.414
N 3.459 -0.162 -2.571  0.483
C 4.526 0.745 -3.053  -0.817
C 3.289 -1.375 -3.397  -0.938
N 2.689 1.609 -0.700  0.745
C 2.039 2.771 -1.342  -0.935
C 3.839 1.947 0.163  -1.016
N 2.626 -0.704 2.434  0.758
C 1.868 -0.130 3.564  -0.845
C 3.989 -1.183 2.785  -1.127
H 1.676 -4.546 -0.237  0.368
H 3.306 -4.184 0.348  0.342
H 2.584 -3.193 -0.929  0.260
H 0.934 -4.455 2.084  0.412
H 0.939 -2.935 2.974  0.312
H 2.447 -3.863 2.782  0.330
H 4.558 1.656 -2.465  0.253
H 4.331 1.005 -4.092  0.357
H 5.489 0.243 -2.980  0.328
H 2.567 -2.054 -2.946  0.154
H 4.243 -1.894 -3.475  0.358
H 2.949 -1.099 -4.394  0.363
H 1.571 2.490 -2.285  0.385
H 2.790 3.529 -1.562  0.470
H 1.292 3.210 -0.680  0.035
H 4.303 1.047 0.560  0.372
H 3.491 2.558 0.996  0.166
H 4.586 2.515 -0.391  0.500
H 0.869 0.162 3.256  0.262
H 2.393 0.751 3.930  0.304
H 1.801 -0.857 4.374  0.322
H 4.491 -1.610 1.916  0.348
H 3.937 -1.931 3.576  0.406
H 4.574 -0.334 3.134  0.393
N -2.923 0.261 1.701  0.028
P -2.021 1.336 0.746  2.485
C -1.150 2.464 1.807  0.303
C -1.938 3.354 2.552  -0.857
C -1.319 4.230 3.427  -0.887
C 0.068 4.242 3.540  -0.895
C 0.846 3.369 2.789  -1.083
C 0.242 2.471 1.924  0.428
C -3.227 2.241 -0.187  -0.072
C -4.444 1.646 -0.538  -0.376
C -5.370 2.369 -1.272  -0.968
C -5.082 3.675 -1.658  -0.583
C -3.869 4.266 -1.315  -0.815
C -2.935 3.553 -0.581  -0.396
C -2.753 -1.091 1.634  0.168
C -3.446 -1.976 2.464  -0.982
C -3.208 -3.320 2.343  -0.653
C -2.280 -3.794 1.394  -0.915
C -1.651 -2.890 0.602  -0.594
N -1.877 -1.534 0.703  1.041
H -3.518 0.627 2.434  0.362
H -3.016 3.382 2.446  0.536
H -1.918 4.916 4.012  0.496
H 0.543 4.946 4.212  0.476
H 1.924 3.397 2.883  0.473
H 0.847 1.789 1.341  0.528
H -4.690 0.643 -0.210  0.389
H -6.325 1.927 -1.526  0.488
H -5.816 4.243 -2.215  0.473
H -3.664 5.290 -1.600  0.503
H -2.001 4.026 -0.298  0.501
H -4.154 -1.590 3.186  0.600
H -3.737 -4.018 2.981  0.504
H -2.084 -4.851 1.279  0.614
H -0.941 -3.203 -0.153  0.383
N -1.401 1.628 -2.736  0.066
C -1.172 0.892 -1.890  0.039
H -1.625 2.242 -3.506  0.276
Br -3.247 -4.201 -5.388  0.037
C -2.548 -3.156 -4.052  -0.085
C -3.373 -2.617 -3.062  -0.908
C -2.815 -1.843 -2.078  -0.381
N -1.490 -1.566 -2.026  0.530
C -0.697 -2.073 -3.001  -0.735
C -1.183 -2.874 -4.006  -0.814
H -4.438 -2.805 -3.062  0.525
H -3.439 -1.419 -1.304  0.417
H 0.345 -1.805 -2.960  0.622
H -0.508 -3.267 -4.754  0.569